--- A ---
{
  "formula": "C7H8",
  "method": "ωB97M-V/def2-TZVPD",
  "elements": ["C", "C", "C", "C", "C", "C", "C", "H", "H", "H", "H", "H", "H", "H", "H"],
  "xyz": [[2.47294, 1.20490, -0.52876], [1.68731, 0.31441, -0.72773], [0.38004, -0.13431, -0.30544], [-0.06732, -1.39163, 0.44995], [-1.29568, -0.43960, 0.43368], [-0.32183, 0.69661, 0.79918], [-0.95998, -0.14138, -1.05389], [2.90162, 2.08991, -0.13286], [0.42422, -1.55206, 1.41635], [-0.12058, -2.30830, -0.14302], [-2.28043, -0.62181, 0.86445], [-0.59806, 1.71930, 0.51859], [0.15415, 0.66945, 1.78562], [-1.09594, -0.94505, -1.78235], [-1.27783, 0.83039, -1.44906]],
  "lowdin_charge": [0.112, -0.035, -0.462, -0.072, -0.214, -0.086, -0.072, 0.032, 0.112, 0.109, 0.125, 0.115, 0.115, 0.109, 0.112],
  "homo_ev": -9.65,
  "charge": 0
}

--- B ---
{
  "formula": "C7H8",
  "method": "ωB97M-V/def2-TZVPD",
  "elements": ["C", "C", "C", "C", "C", "C", "C", "H", "H", "H", "H", "H", "H", "H", "H"],
  "xyz": [[-0.96046, 1.36209, -0.74330], [-0.36354, 0.46141, 0.34778], [0.40305, -0.79726, -0.12062], [-0.24752, -2.05273, -0.48382], [-0.43307, -3.23283, -0.64128], [0.62623, 1.21884, 1.13935], [1.50605, 1.76166, 1.75834], [-0.18611, 1.71700, -1.43442], [-1.73814, 0.84290, -1.31209], [-1.40746, 2.24638, -0.27441], [-1.16784, 0.13371, 1.01888], [1.11325, -0.51823, -0.91021], [0.95448, -1.13443, 0.75824], [-0.68950, -4.22131, -0.93149], [2.27674, 2.24631, 2.31808]],
  "lowdin_charge": [-0.067, -0.380, -0.193, -0.139, 0.102, -0.134, 0.124, 0.085, 0.079, 0.081, 0.144, 0.133, 0.121, 0.019, 0.026],
  "smiles": "C#CC[C@H](C)C#C",
  "homo_ev": -9.96,
  "charge": 0
}

--- C ---
{
  "formula": "C7H8",
  "method": "ωB97M-V/def2-TZVPD",
  "elements": ["C", "C", "C", "C", "C", "C", "C", "H", "H", "H", "H", "H", "H", "H", "H"],
  "xyz": [[-0.05389, -1.47842, -0.42586], [-0.28542, -0.03578, 0.06451], [0.24010, 1.04687, -0.93311], [1.56049, 1.08072, -0.30590], [2.57367, 0.69664, 0.22649], [-1.58261, 0.19153, 0.67031], [-2.53935, 0.40023, 1.36616], [-0.92577, -1.86728, -0.96467], [0.81438, -1.54524, -1.09282], [0.12539, -2.13813, 0.42662], [0.38708, 0.24098, 0.91979], [0.35594, 0.72119, -1.97459], [-0.35204, 1.97008, -0.91016], [3.08251, 0.13067, 0.97269], [-3.40049, 0.58594, 1.96051]],
  "lowdin_charge": [-0.048, -0.404, -0.134, -0.172, 0.089, -0.122, 0.119, 0.082, 0.081, 0.082, 0.127, 0.120, 0.118, 0.041, 0.021],
  "smiles": "C#CC[C@H](C)C#C",
  "homo_ev": -9.49,
  "charge": 0
}

--- D ---
{
  "formula": "C7H8",
  "method": "ωB97M-V/def2-TZVPD",
  "elements": ["C", "C", "C", "C", "C", "C", "C", "H", "H", "H", "H", "H", "H", "H", "H"],
  "xyz": [[-0.24998, -0.57353, -1.30851], [0.13072, 0.10847, 0.00783], [0.82194, -0.93186, 0.93095], [1.12008, 1.88443, 0.56525], [1.11809, 1.30692, -0.58530], [-1.12404, 0.57425, 0.66803], [-2.17964, 0.89373, 1.16139], [-0.74569, 0.14418, -1.96180], [-0.92045, -1.41241, -1.11879], [0.65961, -0.93945, -1.78957], [1.77378, -1.24095, 0.49191], [1.00899, -0.55924, 1.94439], [0.19326, -1.83286, 1.02533], [1.48899, 1.34778, -1.63624], [-3.09565, 1.23053, 1.60515]],
  "lowdin_charge": [-0.075, -0.566, -0.062, 0.164, -0.141, -0.137, 0.134, 0.091, 0.093, 0.087, 0.085, 0.086, 0.089, 0.119, 0.032],
  "homo_ev": -9.68,
  "charge": 0
}

It comes down to B, which is 70.6 kJ/mol more stable than the next structure.

--- A ---
{
  "formula": "C7H8",
  "method": "ωB97M-V/def2-TZVPD",
  "elements": ["C", "C", "C", "C", "C", "C", "C", "H", "H", "H", "H", "H", "H", "H", "H"],
  "xyz": [[-0.08778, -1.48007, -0.17422], [-0.31089, -0.06947, 0.37486], [0.29453, 1.02508, -0.55526], [1.76290, 0.92871, -0.49855], [2.92671, 0.66563, -0.31669], [-1.73090, 0.17910, 0.67226], [-2.88999, 0.37333, 0.93802], [-0.71592, -1.63043, -1.05382], [0.96180, -1.62429, -0.45298], [-0.35484, -2.23244, 0.57414], [0.22855, -0.00786, 1.33300], [-0.05786, 0.88362, -1.58786], [-0.07491, 2.00766, -0.23221], [3.96390, 0.42442, -0.20092], [-3.91531, 0.55701, 1.18022]],
  "lowdin_charge": [-0.068, -0.396, -0.176, -0.148, 0.109, -0.121, 0.119, 0.084, 0.074, 0.084, 0.144, 0.125, 0.119, 0.027, 0.025],
  "smiles": "C#CC[C@H](C)C#C",
  "homo_ev": -9.94,
  "charge": 0
}

--- B ---
{
  "formula": "C7H8",
  "method": "ωB97M-V/def2-TZVPD",
  "elements": ["C", "C", "C", "C", "C", "C", "C", "H", "H", "H", "H", "H", "H", "H", "H"],
  "xyz": [[-1.74804, -0.34955, 0.07094], [-3.00572, -0.09374, 0.17515], [-0.79229, -1.45127, 0.31191], [0.29609, -0.75418, -0.04770], [-0.50766, 0.46576, -0.35413], [1.74949, -1.00510, -0.12458], [-0.24492, 1.79337, 0.27874], [-0.99608, -2.44437, 0.66232], [-0.59604, 0.64510, -1.86841], [2.27555, -0.40172, 0.61705], [2.12553, -0.72279, -1.10744], [1.96692, -2.05483, 0.05819], [-0.16402, 1.67589, 1.36088], [-1.04822, 2.49415, 0.06402], [0.68940, 2.20327, -0.09695]],
  "lowdin_charge": [-0.394, 0.222, 0.007, -0.275, -0.306, -0.029, -0.082, 0.110, 0.244, 0.086, 0.085, 0.082, 0.093, 0.081, 0.077],
  "homo_ev": -9.01,
  "charge": 0
}

--- C ---
{
  "formula": "C7H8",
  "method": "ωB97M-V/def2-TZVPD",
  "elements": ["C", "C", "C", "C", "C", "C", "C", "H", "H", "H", "H", "H", "H", "H", "H"],
  "xyz": [[0.97125, 1.02794, -1.17509], [0.40027, 0.49898, 0.14602], [-0.68384, -0.59960, 0.07205], [-2.10344, -0.35132, -0.16033], [-3.29783, -0.50354, -0.09511], [1.47584, -0.10935, 0.95182], [2.29902, -0.69030, 1.61167], [1.40883, 0.22129, -1.77324], [0.20793, 1.53882, -1.76855], [1.77416, 1.74143, -0.95935], [-0.02012, 1.33912, 0.71010], [-0.34668, -1.40471, -0.59567], [-0.77103, -0.96451, 1.09571], [-4.34346, -0.54986, -0.26582], [3.02909, -1.19438, 2.20578]],
  "lowdin_charge": [-0.067, -0.381, -0.192, -0.139, 0.101, -0.134, 0.125, 0.084, 0.079, 0.081, 0.143, 0.134, 0.121, 0.018, 0.026],
  "smiles": "C#CC[C@H](C)C#C",
  "homo_ev": -9.96,
  "charge": 0
}

It comes down to A, which is 36.4 kJ/mol more stable than the next structure.

--- A ---
{
  "formula": "C2H10N4O",
  "method": "ωB97M-V/def2-TZVPD",
  "elements": ["C", "N", "O", "H", "H", "H", "H", "H", "N", "N", "C", "N", "H", "H", "H", "H", "H"],
  "xyz": [[-1.83168, 0.85388, -0.68701], [-0.72690, -0.05844, -0.44527], [-0.51025, -0.80025, -1.65334], [0.26593, -1.35957, -1.41254], [-0.50995, -0.78207, 0.52776], [-1.99664, 1.44028, 0.21691], [-1.59818, 1.51966, -1.52271], [-2.73656, 0.29250, -0.92539], [1.41309, -1.86130, 0.21790], [0.73489, 1.52407, 1.13680], [0.85434, 0.38191, 0.35143], [0.87517, -0.80312, 1.08477], [2.43044, -1.83564, 0.27860], [1.15090, -2.73246, 0.66974], [0.27353, 1.35529, 2.02045], [0.41276, 2.35582, 0.66404], [1.49911, 0.50945, -0.52214]],
  "lowdin_charge": [-0.071, -0.213, -0.072, 0.063, 0.165, 0.077, 0.088, 0.085, -0.065, 0.077, -0.403, -0.174, 0.067, 0.069, 0.088, 0.082, 0.137],
  "homo_ev": -7.54,
  "charge": 0
}

--- B ---
{
  "formula": "C2H10N4O",
  "method": "ωB97M-V/def2-TZVPD",
  "elements": ["C", "N", "O", "H", "H", "H", "H", "H", "C", "N", "N", "N", "H", "H", "H", "H", "H"],
  "xyz": [[1.72902, 0.79981, -0.66304], [0.36951, 0.86009, -0.19399], [-0.40893, 1.69469, -1.05605], [-0.35120, 1.31508, -1.95066], [0.00419, 0.73414, 1.73776], [2.26230, 0.10472, -0.01510], [2.19795, 1.78757, -0.64287], [1.79310, 0.40489, -1.69111], [-0.35050, -0.72499, 0.16195], [-1.51092, -0.75396, -0.61524], [-0.65855, -0.10198, 1.89919], [0.46767, -1.70731, 0.29708], [-1.98236, 0.13355, -0.71890], [-2.12132, -1.53675, -0.43296], [-1.58570, 0.31150, 1.89130], [-0.11656, -0.84745, 2.32823], [0.26231, -2.47361, -0.33559]],
  "lowdin_charge": [-0.131, -0.234, -0.100, 0.084, 0.109, 0.068, 0.079, 0.079, -0.560, 0.090, 0.118, 0.025, 0.069, 0.090, 0.096, 0.087, 0.032],
  "homo_ev": -7.66,
  "charge": 0
}

It comes down to B, which is 41.5 kJ/mol more stable than the next structure.